# 1
Molecular formula: C21H28CdN4OS9
Method: DFT, wB97M-V/def2-TZVPD

```
64
Properties=species:S:1:pos:R:3:forces:R:3
Cd -0.093106 -0.549668 0.924160 1.97 -0.98 -0.10
S 0.478020 -2.801291 0.142622 0.32 -3.01 -4.11
S 1.084111 -2.438327 2.062494 1.59 0.88 2.38
S 1.705802 -6.478882 -1.911365 -0.07 0.13 -0.08
S 0.946864 -8.613309 0.065650 -0.05 -0.82 0.23
S -0.390323 0.435764 -1.247318 -6.14 2.38 -6.15
S 1.972035 -3.703675 -2.950181 0.20 0.37 -0.16
S -3.914106 0.410230 -2.421532 0.68 -0.63 -0.02
S 0.493739 -5.685197 0.618888 -0.05 0.25 0.05
S -2.374613 0.097755 1.051894 -7.74 2.78 -1.28
O 1.298394 0.838433 1.883806 1.65 0.99 1.11
N -1.336208 -0.857076 2.849848 -0.48 -1.62 2.13
N -1.029465 -3.058931 3.280064 -0.35 -0.80 0.24
N 1.304398 0.254301 -0.320403 8.24 1.52 -2.50
N -1.181510 0.521799 2.359909 2.53 -1.19 4.67
C -2.323324 0.096879 -3.262785 -0.24 0.71 -0.52
C 3.390895 -2.907716 -2.163225 0.38 0.18 0.11
C -1.188204 1.003227 -2.786977 -0.78 -0.17 -0.19
C 1.453994 4.495483 1.843489 -0.19 -0.76 0.08
C 2.094823 0.723851 -1.028243 2.18 -0.92 2.26
C -0.061941 2.472884 2.886269 -1.29 -0.09 1.03
C -2.118383 1.781914 0.419491 -0.74 0.54 0.06
C -0.502414 -1.903043 2.751732 0.14 0.92 1.58
C 1.049588 2.081073 2.102936 0.71 0.68 0.76
C -3.980167 -0.318824 0.291688 -0.16 -0.30 -0.93
C -0.416532 3.789436 3.183005 0.88 -0.48 -0.64
C 1.038331 -7.005007 -0.383516 0.14 0.21 -0.34
C 3.141378 2.826474 -1.777522 0.02 0.63 0.11
C -0.719192 1.863614 -0.167620 -0.24 0.43 -0.44
C 0.353324 4.813036 2.642249 0.23 0.40 -0.12
C -3.870527 -0.879529 -1.127535 -1.06 -0.03 0.02
C 3.095164 1.315342 -1.924667 -0.35 -0.14 -0.06
C 1.470275 -4.764254 -1.656815 -0.37 0.20 0.42
C 1.792316 3.153876 1.590756 0.60 0.78 -0.21
C -0.847405 1.316557 3.315736 0.25 1.65 1.23
C 0.900117 -4.369134 -0.492029 0.96 -1.55 0.64
H 3.083568 -2.212190 -1.380192 -0.13 -0.13 0.03
H 2.054492 5.280322 1.397184 0.00 0.05 0.03
H 2.172408 3.277350 -2.018337 0.15 -0.08 0.09
H -0.399850 0.985571 -3.548039 0.02 -0.06 -0.01
H 3.939249 -2.339220 -2.919784 -0.10 -0.08 -0.09
H -4.394945 -1.109428 0.927768 0.19 0.09 0.04
H -2.871466 2.060721 -0.319903 0.02 -0.30 -0.04
H 4.083582 0.897598 -1.703671 -0.23 -0.14 0.06
H 2.860364 1.057661 -2.963274 -0.10 -0.14 0.03
H -3.008033 -1.543960 -1.239422 0.14 0.35 0.04
H -1.295747 3.995245 3.778499 -0.05 -0.04 0.05
H 4.069699 -3.654049 -1.740439 -0.17 0.03 -0.07
H -1.336066 -1.598518 0.261405 -0.33 -1.31 -0.27
H 3.400772 3.116667 -0.753514 -0.06 -0.07 -0.35
H -0.480606 -3.789463 2.839115 -0.89 -0.66 0.42
H 0.089771 5.848653 2.819633 0.04 0.07 0.02
H -1.515740 2.045294 -2.706959 -0.13 -0.16 0.07
H -2.213442 2.487488 1.251332 0.15 0.13 -0.02
H 0.023880 1.841068 0.638058 -0.74 0.14 -1.11
H -4.757607 -1.495748 -1.313863 0.07 -0.07 -0.11
H -0.947465 1.094921 4.388624 -0.45 -0.24 -0.48
H -4.673190 0.526327 0.364201 0.03 -0.04 -0.16
H -0.567430 2.804262 -0.706711 0.06 -0.04 -0.08
H 2.648132 2.923130 0.958976 -0.08 0.03 0.29
H -2.055838 -0.964497 -3.226735 -0.08 0.17 0.23
H -2.509060 0.326956 -4.318326 -0.07 -0.08 -0.01
H -2.007086 -3.071881 3.041332 -0.51 -0.47 0.10
H 3.891506 3.251658 -2.451913 -0.09 -0.11 0.03
```
Positions in Å, forces in eV/Å.

The largest force on an atom comes out at 0.1752 hartree/bohr. The highest occupied orbital energy (spin up / spin down) comes out at 0.0258 / 0.0291 Eh. As for the charge: -2. For the LUMO energy (spin up / spin down), the calculation gives 0.136 / 0.136 Eh. For the total energy, the calculation gives -4862.00102 Eh. The orbital gap (spin up / spin down) is 2.990 / 2.896 eV.

These are the Löwdin partial charges, in e, on atoms 1 to 6: 1.088, 0.391, 0.509, 0.753, 0.197, 0.818

---

# 2
Molecular formula: C21H28F5FeO2
Method: DFT, wB97M-V/def2-TZVPD

```
57
Properties=species:S:1:pos:R:3:forces:R:3
Fe -1.387501 1.246042 2.939178 -2.15 -0.76 -1.40
F -3.661854 0.481608 1.213601 -0.24 0.46 -0.21
F -4.063681 3.390745 3.243379 -0.29 -1.04 -0.57
F -5.395310 2.567167 1.696320 0.40 -0.04 0.69
F -2.890816 2.511851 0.778215 -0.61 -0.23 -0.06
F -4.918677 1.366570 3.470959 0.49 0.86 -0.76
O 2.153416 -1.095612 -3.275823 0.53 -1.09 -2.17
O -0.546109 0.756606 -0.896888 -0.29 -1.84 0.38
C 0.552248 -1.392024 -1.174327 -0.20 0.34 0.00
C -1.336941 -0.002477 4.643198 0.02 -1.45 0.04
C -2.501391 -1.204476 3.038821 0.54 -0.13 0.51
C 4.317826 -2.371312 -3.180612 -0.07 0.25 -0.05
C 1.347873 -1.906879 -4.212708 -0.86 -0.09 0.00
C -0.217751 2.758752 1.715278 0.40 0.80 0.67
C -2.639910 -0.449042 4.233416 0.70 -0.59 0.05
C 2.527971 -2.359761 -5.039917 0.72 0.35 0.64
C 4.024948 -0.320449 -4.645190 0.08 -0.04 0.17
C -0.385421 -0.497890 3.658106 -0.69 -1.23 0.56
C 3.357268 -1.525148 -4.013203 0.29 -0.27 -0.73
C 0.552265 -0.076720 -0.391530 0.19 0.92 0.25
C -3.189646 1.639188 1.806430 0.30 -0.07 0.70
C -0.822028 3.133954 3.926789 0.91 0.29 -0.55
C -1.452467 -0.252000 -1.453708 0.24 0.17 0.36
C 0.285844 2.225888 3.909924 0.80 1.35 -0.25
C -1.121415 3.469125 2.568670 1.14 0.52 0.17
C -4.399470 2.249702 2.561637 -0.45 -0.02 -0.16
C -0.506897 -1.125094 -2.255204 0.19 0.76 0.25
C -1.127210 -1.225661 2.663554 -0.21 0.29 1.07
C 0.658613 2.000945 2.541672 0.18 0.98 0.40
H 5.133446 -2.709887 -3.843688 -0.29 0.07 0.29
H -3.553153 -0.332297 4.817949 0.32 0.18 -0.40
H 4.413598 0.318167 -3.841022 -0.09 0.10 -0.32
H -0.691053 -1.769891 1.826441 -0.21 0.31 0.21
H 4.864471 -0.642696 -5.279596 -0.22 0.12 0.15
H 0.823787 -2.744130 -3.705449 0.29 0.63 -0.14
H 4.760601 -1.751355 -2.384799 -0.16 -0.34 -0.11
H 0.606406 -1.306560 -4.782281 0.44 -0.25 0.54
H 1.474858 0.493658 -0.575578 -0.24 -0.09 0.01
H 0.495920 -0.246406 0.711434 -0.30 0.25 -0.73
H -2.274651 0.201430 -2.010195 0.29 0.29 0.12
H 0.255291 -2.221583 -0.548558 -0.15 -0.31 0.23
H 2.570641 -1.996283 -6.065152 -0.03 0.05 0.08
H -0.962529 -2.019718 -2.677726 -0.03 0.07 0.02
H 3.815653 -3.261219 -2.757205 0.22 0.50 -0.10
H -1.874158 -0.875350 -0.641475 -0.08 0.43 -0.10
H 3.291423 0.222638 -5.263640 0.36 -0.07 0.31
H 0.808439 1.845607 4.784275 -0.29 -0.06 -0.29
H -3.285660 -1.782453 2.558515 0.10 0.51 -0.08
H 1.539963 -1.542546 -1.586505 -0.20 -0.39 0.26
H -1.292910 3.559994 4.807370 -0.01 -0.26 -0.21
H -1.096028 0.437941 5.611711 -0.08 -0.07 -0.49
H -0.053216 -0.482506 -3.036236 -0.50 -0.47 0.40
H -0.130918 2.861784 0.638488 -0.32 -0.27 0.23
H 0.697054 -0.505116 3.754116 -0.36 0.21 -0.08
H 1.515196 1.435282 2.186715 -0.36 -0.07 0.16
H 2.741022 -3.426179 -5.018850 -0.06 -0.01 0.01
H -1.807269 4.246074 2.250903 -0.11 -0.52 0.04
```
Positions in Å, forces in eV/Å.

The largest force on an atom comes out at 0.0521 hartree/bohr. As for the energy above the lowest of the compared OMol25 structures with the same formula, charge and spin: 0.00 kJ/mol. The highest occupied orbital energy (spin up / spin down) comes out at -0.2722 / -0.3326 Eh. Its spin multiplicity is 6. For the LUMO energy (spin up / spin down), the calculation gives 0.023 / -0.031 Eh. For the total energy, the calculation gives -2730.32077 Eh. The orbital gap (spin up / spin down) is 8.026 / 8.218 eV.

These are the Löwdin partial charges, in e, on atoms 1 to 6: 0.822, 0.009, 0.109, 0.131, 0.014, 0.107